(a)
This record from the OMol25 dataset describes a 2-piece molecular cluster, CH4FN2 overall. The level of theory is ωB97M-V with the def2-TZVPD basis set.

As for the charge: +1. Its lowest unoccupied orbital energy (spin up / spin down) is -7.70 / -5.49 eV. As for the HOMO energy (spin up / spin down): -16.1 / -15.9 eV.

Atoms and positions in Å:
C: -0.95073 0.23549 0.01204
N: -1.11643 -0.99786 -0.00206
N: 1.88458 0.55069 0.09351
F: -1.79737 1.18615 0.06155
H: -0.17869 -1.41010 -0.04069
H: -2.03197 -1.66665 0.04411
H: 1.90314 0.87385 -0.84632
H: 2.28747 1.22843 0.67786

These are the Löwdin partial charges, in e, on atoms 1 to 5: number 1, C, carries -0.06; number 2, N, carries 0.25; number 3, N, carries 0.18; number 4, F, carries 0.24; number 5, H, carries 0.15

=====

(b)
This record from the OMol25 dataset describes CH4FN2 as an isolated structure. The level of theory is ωB97M-V with the def2-TZVPD basis set.

As for the charge: +1. Its lowest unoccupied orbital energy is -5.32 eV. As for the HOMO energy: -16.0 eV.

Atoms and positions in Å:
C: 0.58736 -0.09914 -0.01457
N: 0.50984 1.17918 0.06267
N: -1.14950 -0.87352 -0.01156
F: 1.51533 -0.92370 -0.25285
H: -0.38150 1.79560 0.20487
H: 1.29738 1.77127 0.11051
H: -1.15997 -1.34963 -0.92711
H: -1.21895 -1.50006 0.82803

These are the Löwdin partial charges, in e, on atoms 1 to 5: number 1, C, carries -0.17; number 2, N, carries 0.28; number 3, N, carries 0.13; number 4, F, carries 0.26; number 5, H, carries 0.23

=====

Most favorable structure: (b). The second most favorable one is 59.8 kcal/mol above it.

=====

(a)
This record from the OMol25 dataset describes a 2-piece molecular cluster, C5H14NO2 overall. The level of theory is ωB97M-V with the def2-TZVPD basis set.

As for the charge: +1. Its lowest unoccupied orbital energy is -3.44 eV. As for the HOMO energy: -14.3 eV.

Atoms and positions in Å:
O: -2.77548 0.50657 0.92644
C: -1.74423 1.11447 0.89062
C: -0.41965 0.26355 1.02864
C: 0.69086 1.10549 0.32170
C: 1.90212 0.23083 -0.11403
C: 0.37309 1.91621 -0.93439
N: -0.56382 -1.08192 0.45611
H: -1.67639 2.18608 0.84618
H: -0.10213 0.29987 2.06596
H: 1.19590 1.67833 1.12792
H: 2.84527 0.78051 0.06567
H: 1.83478 -0.11594 -1.14840
H: 2.12390 -0.56654 0.60238
H: -0.14616 1.33111 -1.70837
H: 1.32210 2.24758 -1.35623
H: -0.15990 2.86362 -0.80437
H: -1.20490 -1.08372 -0.33710
H: 0.33005 -1.46987 0.15405
H: -0.97590 -1.75195 1.10792
H: -1.72504 -3.41002 -1.28440
H: -0.31309 -3.91544 -0.80925
O: -0.81141 -3.12881 -1.09706

These are the Löwdin partial charges, in e, on atoms 1 to 5: number 1, O, carries 0.10; number 2, C, carries -0.16; number 3, C, carries -0.20; number 4, C, carries -0.36; number 5, C, carries -0.09

=====

(b)
This record from the OMol25 dataset describes a 3-piece molecular cluster, C5H14NO2 overall. The level of theory is ωB97M-V with the def2-TZVPD basis set.

As for the charge: +1. Its lowest unoccupied orbital energy is -4.49 eV. As for the HOMO energy: -13.9 eV.

Atoms and positions in Å:
C: -1.69884 -2.60698 -0.95321
C: -1.01811 -1.35953 -1.50290
C: -0.93832 -0.08084 -0.79130
C: 0.05462 0.10985 0.06801
N: 0.42391 1.39239 0.58615
C: 1.04725 1.51075 1.68944
H: -1.37315 -3.54486 -1.39755
H: -2.77471 -2.55600 -0.92927
H: -1.30642 -2.73177 0.07396
H: -1.30100 -1.26518 -2.58476
H: -0.01964 -1.67528 -1.85575
H: -1.66587 0.68154 -1.05016
H: 0.83004 -0.62636 0.26352
H: 0.04192 2.20102 0.10914
H: 1.36642 0.67532 2.29575
H: 1.29790 2.48945 2.09996
H: -0.88965 0.68957 4.02319
H: -0.36196 2.09882 4.67694
O: -0.23654 1.37894 4.03995
H: 3.23616 1.73764 -2.86562
H: 2.63026 0.48901 -3.40827
O: 2.65575 0.99251 -2.58723

These are the Löwdin partial charges, in e, on atoms 1 to 5: number 1, C, carries -0.09; number 2, C, carries -0.28; number 3, C, carries -0.05; number 4, C, carries -0.08; number 5, N, carries 0.07

=====

(c)
This record from the OMol25 dataset describes a 2-piece molecular cluster, C5H14NO2 overall. The level of theory is ωB97M-V with the def2-TZVPD basis set.

As for the charge: +1. Its lowest unoccupied orbital energy is -2.82 eV. As for the HOMO energy: -14.0 eV.

Atoms and positions in Å:
C: 0.24635 0.18550 2.24768
C: -0.08874 -0.11474 0.81817
C: -1.46772 0.53538 0.36624
C: -1.89162 0.18187 -1.06075
C: -1.25137 0.88010 -2.12871
O: -0.17781 1.39739 -2.11919
N: 1.14727 0.53780 0.07403
H: 0.87833 -0.47376 2.62341
H: -0.64863 -0.04684 3.01679
H: 0.50136 1.24689 2.44001
H: -0.06444 -1.30743 0.58062
H: -1.51040 1.71976 0.60438
H: -2.33193 0.20194 1.15083
H: -3.00120 0.28223 -1.20052
H: -1.87141 -0.87426 -1.35079
H: -1.73347 1.15671 -3.06074
H: 1.54743 -0.21527 -0.62821
H: 1.71211 0.89787 0.75537
H: 0.96027 1.28361 -0.69623
H: 3.55968 -2.06924 -1.31140
H: 2.69143 -3.17337 -0.42694
O: 2.79452 -2.23214 -0.69404

These are the Löwdin partial charges, in e, on atoms 1 to 5: number 1, C, carries -0.08; number 2, C, carries -0.30; number 3, C, carries -0.15; number 4, C, carries -0.18; number 5, C, carries -0.27

=====

Most favorable structure: (a). The second most favorable one is 20.2 kcal/mol above it.

=====

(a)
This record from the OMol25 dataset describes H3INP as an isolated structure. The level of theory is ωB97M-V with the def2-TZVPD basis set.

Its lowest unoccupied orbital energy (spin up / spin down) is -1.25 / -1.13 eV. As for the HOMO energy (spin up / spin down): -9.0 / -9.1 eV.

Atoms and positions in Å:
N: -0.35218 -0.52521 0.19284
P: 0.63107 0.85973 -0.08428
I: -2.38866 0.05457 0.00596
H: -0.31614 -1.57134 -1.33212
H: 0.60232 1.06519 1.23840
H: 1.82360 0.11706 -0.02079

These are the Löwdin partial charges, in e, on atoms 1 to 5: number 1, N, carries -0.93; number 2, P, carries 0.52; number 3, I, carries 0.50; number 4, H, carries 0.17; number 5, H, carries -0.14

=====

(b)
This record from the OMol25 dataset describes H3INP as an isolated structure. The level of theory is ωB97M-V with the def2-TZVPD basis set.

Its lowest unoccupied orbital energy (spin up / spin down) is -0.75 / -1.42 eV. As for the HOMO energy (spin up / spin down): -8.8 / -8.7 eV.

Atoms and positions in Å:
N: -0.38491 -0.57892 0.10362
P: 0.72018 0.65312 -0.10997
I: -2.33245 -0.13896 -0.00267
H: -0.22397 -1.77729 -1.48325
H: 0.28762 1.55010 0.91438
H: 1.93354 0.29195 0.57789

These are the Löwdin partial charges, in e, on atoms 1 to 5: number 1, N, carries -1.05; number 2, P, carries 0.54; number 3, I, carries 0.63; number 4, H, carries 0.11; number 5, H, carries -0.11

=====

Most favorable structure: (a). The second most favorable one is 4.6 kcal/mol above it.

=====

(a)
This record from the OMol25 dataset describes a 2-piece molecular cluster, C5H8ClNO overall. The level of theory is ωB97M-V with the def2-TZVPD basis set.

Its lowest unoccupied orbital energy is 0.67 eV. Its SMILES is C=C(C)Cl.CN=C=O. As for the HOMO energy: -9.5 eV.

Atoms and positions in Å:
C: 2.05067 -0.73062 0.59677
C: 0.96254 -0.68704 1.30628
C: -2.08644 1.24397 -0.83812
C: 0.88919 0.37998 2.35404
C: -1.28415 -0.28819 -2.69591
N: -1.57175 0.48692 -1.56526
O: -2.50817 2.07806 -0.15488
Cl: -0.49798 -1.42731 0.94459
H: 2.35846 -1.33866 -0.15284
H: 2.96571 -0.12401 0.97021
H: 1.68208 1.02894 2.15982
H: 0.90445 0.05140 3.40328
H: -0.08495 0.80591 2.26956
H: -1.00829 0.48356 -3.38485
H: -0.62249 -1.06545 -2.22486
H: -2.14889 -0.89746 -2.98784

These are the Löwdin partial charges, in e, on atoms 1 to 5: number 1, C, carries -0.03; number 2, C, carries -0.85; number 3, C, carries -0.38; number 4, C, carries -0.12; number 5, C, carries -0.09

=====

(b)
This record from the OMol25 dataset describes a 2-piece molecular cluster, C5H8ClNO overall. The level of theory is ωB97M-V with the def2-TZVPD basis set.

Its lowest unoccupied orbital energy is -1.83 eV. As for the HOMO energy: -10.5 eV.

Atoms and positions in Å:
C: -1.37574 1.04023 0.73651
C: 1.65336 0.16960 -0.64034
C: -0.36157 -1.06654 1.36429
C: 0.14125 -0.01550 -0.92247
C: -0.75936 -0.11776 0.24113
N: -1.72789 2.05385 1.16061
O: -0.20427 1.15130 -1.73111
Cl: -2.75353 -1.28111 -0.46855
H: 2.07194 0.46144 -1.53296
H: 2.15092 -0.84592 -0.24319
H: 1.77452 1.06126 0.12406
H: 0.02354 -1.91800 0.83616
H: -1.27049 -1.31220 2.08816
H: 0.34150 -0.50832 1.94330
H: 0.00814 -0.84106 -1.53240
H: 0.28768 1.96873 -1.42319

These are the Löwdin partial charges, in e, on atoms 1 to 5: number 1, C, carries -0.25; number 2, C, carries -0.02; number 3, C, carries -0.08; number 4, C, carries -0.41; number 5, C, carries -0.40

=====

Most favorable structure: (a). The second most favorable one is 17.0 kcal/mol above it.

=====

(a)
This record from the OMol25 dataset describes a 2-piece molecular cluster, CH4NOS overall. The level of theory is ωB97M-V with the def2-TZVPD basis set.

As for the charge: -1. Its lowest unoccupied orbital energy is 4.33 eV. As for the HOMO energy: -2.5 eV.

Atoms and positions in Å:
C: -1.30934 -1.34722 -0.22562
N: -0.59713 -0.44773 0.32034
O: 2.31280 1.14442 0.42376
S: -1.00110 1.15865 0.09419
H: 2.59051 1.78174 -0.22594
H: -2.26239 -1.06277 -0.77884
H: -1.14937 -2.47884 -0.18936
H: 1.41602 1.25176 0.58146

These are the Löwdin partial charges, in e, on atoms 1 to 5: number 1, C, carries -0.36; number 2, N, carries -0.64; number 3, O, carries -0.09; number 4, S, carries 0.17; number 5, H, carries 0.01

=====

(b)
This record from the OMol25 dataset describes a 2-piece molecular cluster, CH4NOS overall. The level of theory is ωB97M-V with the def2-TZVPD basis set.

As for the charge: -1. Its lowest unoccupied orbital energy is 3.84 eV. As for the HOMO energy: -2.9 eV.

Atoms and positions in Å:
S: -1.99619 -2.51401 -0.07062
H: -2.09505 -2.97595 -1.37096
C: 0.86877 1.45447 -0.05815
N: 0.53408 0.28097 0.54255
O: 1.62079 2.31664 0.28018
H: 0.38118 1.65106 -1.00768
H: 0.90274 -0.00897 1.47403
H: -0.21633 -0.20420 0.21064

These are the Löwdin partial charges, in e, on atoms 1 to 5: number 1, S, carries -0.39; number 2, H, carries -0.47; number 3, C, carries -0.46; number 4, N, carries 0.14; number 5, O, carries -0.02

=====

Most favorable structure: (b). The second most favorable one is 33.5 kcal/mol above it.

=====

(a)
This record from the OMol25 dataset describes the molecule C9H11NO. The level of theory is ωB97M-V with the def2-TZVPD basis set.

Its lowest unoccupied orbital energy (spin up / spin down) is -0.18 / -0.31 eV. As for the HOMO energy (spin up / spin down): -8.3 / -8.5 eV.

Atoms and positions in Å:
C: -1.84782 -0.83385 -0.89898
C: -0.57127 2.13853 -0.49951
C: 0.69720 1.39543 -0.78107
C: -1.54892 1.66325 0.27700
C: 0.71784 0.07779 -0.74088
C: -1.60234 0.43709 1.21039
C: -1.24440 -0.84073 0.38675
C: -0.54301 -1.92819 1.11309
C: 2.96773 -0.60256 -0.90636
N: -2.39850 -0.73486 -1.89841
O: 1.59906 -0.89552 -0.94211
H: -0.64450 3.29380 -0.76487
H: 1.51463 1.91859 -1.13850
H: -2.58042 2.23065 0.40336
H: -0.89263 0.49931 2.02916
H: -2.64250 0.32895 1.61405
H: 0.50858 -1.75759 1.40755
H: -0.63470 -2.88991 0.51184
H: -1.06834 -2.09870 1.99318
H: 3.54211 -1.45700 -0.35877
H: 3.09610 0.34672 -0.22400
H: 3.57612 -0.29120 -1.79293

These are the Löwdin partial charges, in e, on atoms 1 to 5: number 1, C, carries -0.26; number 2, C, carries -0.11; number 3, C, carries -0.08; number 4, C, carries -0.15; number 5, C, carries -0.09

=====

(b)
This record from the OMol25 dataset describes the molecule C9H11NO. The level of theory is ωB97M-V with the def2-TZVPD basis set.

Its lowest unoccupied orbital energy is 0.83 eV. Its SMILES is C=[N+]([O-])[C@@H](C)c1ccccc1. As for the HOMO energy: -8.7 eV.

Atoms and positions in Å:
C: 2.87455 -0.74251 0.21958
C: 2.61365 0.24633 -0.71452
C: 1.85176 -1.21928 1.02180
C: 1.33257 0.74884 -0.85231
C: 0.57423 -0.70729 0.89553
C: 0.29995 0.28255 -0.04545
C: -1.94241 -1.26691 -1.38218
C: -1.58844 1.59765 1.00349
C: -1.06509 0.83831 -0.18356
N: -2.14972 -0.57334 -0.33227
O: -2.96215 -0.71873 0.57416
H: 3.87373 -1.13877 0.31696
H: 3.40995 0.62218 -1.33974
H: 2.04752 -1.99349 1.74922
H: 1.12878 1.51896 -1.58327
H: -0.22222 -1.08747 1.51652
H: -2.53863 -2.14430 -1.57362
H: -1.16535 -0.98552 -2.06615
H: -1.60283 0.96034 1.88437
H: -0.94781 2.45560 1.20066
H: -2.60090 1.94776 0.81737
H: -1.22115 1.35909 -1.12659

These are the Löwdin partial charges, in e, on atoms 1 to 5: number 1, C, carries -0.09; number 2, C, carries -0.08; number 3, C, carries -0.07; number 4, C, carries -0.04; number 5, C, carries -0.03

=====

Most favorable structure: (b). The second most favorable one is 83.3 kcal/mol above it.